Entry 1:
Formula: C30H36Cl2N5O3SiTi
Source: OMol25
Level of theory: ωB97M-V with the def2-TZVPD basis set

Geometry as XYZ:
```
78
Properties=species:S:1:pos:R:3:forces:R:3:mulliken_charge:R:1
Ti 0.61203 -0.18485 0.41991 0.7200 -0.0630 -0.5425 -1.359
C 2.40983 -5.87239 -0.12529 -0.9207 -0.0094 -0.0070 -0.485
C 1.13313 -5.31770 -0.05194 -0.4913 -0.9401 -0.6525 -0.686
C 0.84673 -4.00205 0.23488 -1.1871 -0.1999 0.1849 -0.506
C 1.92494 -3.21958 0.56889 -0.5636 1.2773 0.5375 0.354
C 3.18620 -3.69935 0.42236 2.8358 0.2360 1.3857 0.063
C 3.45858 -5.02898 0.13320 1.0853 -0.5070 -0.9248 -0.804
N 1.73910 -1.90374 1.17937 0.4382 0.0091 0.5243 1.193
N 2.42517 -1.71433 2.21899 -0.3430 0.7115 -0.4616 -0.847
C 2.32380 -0.38201 2.75083 1.8059 -0.1322 1.4034 0.225
C 3.15905 -0.01856 3.85996 -1.3915 -1.1416 -2.0548 -0.674
C 3.06169 1.25607 4.38267 0.2031 -0.2107 -0.0525 -0.595
C 2.25141 2.23164 3.82179 -1.6681 0.3790 -0.7543 -0.867
C 1.51351 1.87074 2.61784 0.9183 1.4066 1.4278 0.306
C 1.57007 0.59837 2.13184 -0.8009 -0.9972 -1.3942 1.268
H 2.49549 -6.93344 -0.39644 0.2330 0.6078 0.2398 0.392
H 0.32807 -5.98953 -0.27362 -0.5098 -0.1081 -0.0504 0.429
H -0.20167 -3.64549 0.26731 1.0059 -0.3034 0.0592 0.346
H 4.03928 -3.07215 0.76736 -0.7694 -0.3407 -0.5341 0.365
H 4.48412 -5.43290 0.00413 -0.6559 0.6826 0.3880 0.364
H 3.85829 -0.74984 4.22678 0.0388 -0.1075 0.3350 0.506
H 3.68908 1.38930 5.23718 0.0758 0.7359 0.5060 0.415
H 2.06540 3.22286 4.35278 0.5433 -1.3891 -1.0579 0.369
H 0.92086 2.57212 2.02647 0.2209 0.1680 0.7938 0.147
Cl -2.06970 -1.60042 -3.13678 -0.8332 0.0107 0.3638 -0.100
C -3.64055 -0.73034 -3.23659 -0.0947 1.2655 0.6934 0.282
Cl -3.60169 0.29629 -4.66862 -0.1587 0.1762 -0.1233 -0.151
H -3.78728 -0.04673 -2.34999 0.4891 -0.9153 -0.9262 -0.444
H -4.53018 -1.35538 -3.31029 0.5587 -0.4572 -0.0267 0.400
C -5.43124 0.31063 3.10339 -0.4285 0.6040 -1.9675 -1.320
C -4.04103 0.84005 2.82330 1.3538 0.6947 1.6714 -1.345
C -3.56964 1.25627 1.38984 -0.2014 1.1688 0.0673 2.704
C -4.19268 2.61867 0.97913 0.8645 0.7199 1.6225 -0.806
C -4.03254 2.97313 -0.49068 -0.1277 -1.2312 0.3148 -0.819
C -4.01723 0.18640 0.45070 0.2689 -0.6745 0.6889 -0.823
O -5.11832 0.10936 0.00831 -0.8245 -0.0696 -0.5402 -0.516
N -3.12499 -0.89647 0.24879 0.9039 1.1538 0.3974 0.345
C -1.78438 -0.71416 0.37584 0.2538 -0.8046 0.0518 0.158
O -0.91184 -1.59842 0.04456 -0.8306 1.0204 0.1695 -0.292
N -1.25251 0.41401 0.89476 -0.7627 -0.7495 -0.8220 0.425
C -2.04267 1.41578 1.46513 -0.6473 -1.9474 -0.5718 -0.721
O -1.48397 2.25603 2.06580 0.4821 2.3904 1.1683 -0.510
H -5.61450 0.27931 4.13767 -0.2253 0.6754 1.4848 0.491
H -5.47814 -0.75566 2.89134 -0.3585 0.0468 -0.8841 0.329
H -6.18828 0.94289 2.56979 0.2951 -1.0089 0.5762 0.248
H -3.39330 0.03005 3.13540 0.5797 -0.1947 0.1426 0.368
H -3.77157 1.68741 3.55245 -0.4174 -0.9168 -1.3509 0.454
H -3.66961 3.39434 1.61887 -0.3534 -0.8611 -0.6960 0.418
H -5.21753 2.65010 1.39073 0.1927 -0.1017 -0.8346 0.364
H -3.01379 3.01372 -0.86036 0.3714 -0.3320 0.3304 -0.049
H -4.38553 3.94385 -0.65269 -0.8624 1.4560 -0.3455 0.562
H -4.59075 2.26978 -1.10315 -0.0979 0.1238 -0.2178 0.319
H -3.54028 -1.73077 -0.10103 0.0981 -0.7392 -0.5020 0.354
C 2.92879 2.79674 -2.27067 0.3880 0.7501 1.7248 -1.143
Si 1.17780 2.21408 -1.98991 0.2597 -0.3756 -0.6652 -0.203
C -0.00177 3.15120 -0.97276 -1.0273 1.5071 0.3262 -0.686
C 0.58808 2.01952 -3.75032 0.7376 0.9620 0.2180 -1.135
N 1.27030 0.66276 -1.08859 -0.9186 0.4932 1.0831 0.813
C 2.23910 -0.28757 -1.42744 1.4529 -0.2530 -0.5091 0.192
C 3.54672 -0.22749 -0.87468 -2.5175 1.8527 1.5543 0.422
C 4.55935 -0.93783 -1.41660 1.6275 -0.6598 0.4611 -0.935
C 4.28688 -1.78718 -2.46438 -1.7039 -1.5313 -0.5292 -0.549
C 2.96075 -1.96274 -2.95812 2.4871 0.2307 0.0672 -0.947
C 1.98310 -1.16621 -2.47372 -1.2108 0.3353 -0.1010 0.039
H 3.01462 3.77740 -2.76415 -0.2287 -0.0645 0.5501 0.408
H 3.39151 2.15455 -2.97044 0.4264 -1.1106 -0.8456 0.389
H 3.57942 2.73689 -1.35361 -0.6151 0.4253 -0.7974 0.298
H 0.12339 4.22284 -1.18483 0.3445 -0.0153 0.1771 0.626
H 0.06643 3.04847 0.12643 -0.1694 -0.0747 -0.5856 0.312
H -1.04809 3.04871 -1.33643 0.5993 -0.5569 0.4294 -0.355
H 0.66586 3.00203 -4.30005 -0.2682 -1.0204 0.5506 0.344
H -0.34254 1.53389 -3.88237 -1.3011 -0.1059 -0.1427 0.377
H 1.29564 1.34430 -4.19055 0.6507 -0.3056 -0.5351 0.358
H 3.58645 0.44019 0.03399 0.6143 -0.6731 -1.1341 0.309
H 5.55578 -0.89143 -0.95303 -0.4420 -0.0510 -0.4278 0.419
H 4.97193 -2.53361 -2.81547 0.7775 0.2448 -0.2051 0.427
H 2.79072 -2.62829 -3.78333 -0.0856 -0.2806 -0.0942 0.504
H 1.01134 -1.16515 -2.95188 -0.1879 0.0102 0.1973 0.468
```
Forces are in eV/Å.

Calculated values
net charge	+1
energy above the lowest of the compared OMol25 structures with the same formula, charge and spin	13.0	kcal/mol

Entry 2:
Formula: C30H36F7NO24
Source: OMol25
Level of theory: ωB97M-V with the def2-TZVPD basis set

Geometry as XYZ:
```
98
Properties=species:S:1:pos:R:3:forces:R:3:mulliken_charge:R:1
O 0.29089 2.11667 2.45224 0.4088 -0.2669 0.9445 -0.708
C 0.01096 2.10561 1.29245 0.1054 0.1827 -2.1966 0.034
C 0.27176 3.14730 0.18706 -1.0888 -1.3238 0.7003 -1.155
C -1.24078 3.37033 -0.27376 3.2318 0.5141 -0.6013 0.064
C -1.03326 3.94013 -1.71468 -1.3034 0.5149 0.1828 -0.908
C -2.16045 4.92720 -2.16801 0.7505 0.0570 0.2540 -0.667
O -2.68068 4.62098 -3.46415 0.1276 -0.3152 0.7267 -0.499
C -1.78288 1.93091 -0.13178 -0.6690 -1.6322 0.7084 -0.017
C -3.06380 1.67771 0.72313 -1.4093 2.7178 -1.1261 -1.093
C -3.99019 2.94964 0.64809 -1.2867 -0.9873 1.9793 0.322
C -4.85275 3.16731 1.92140 2.5626 2.0882 -0.9532 -0.718
O -3.63219 3.98676 1.52916 0.3612 -1.1308 -0.4795 -0.413
N -0.71620 1.12919 0.56966 -0.0959 0.8743 0.8133 -0.146
H 0.84729 4.03865 0.45039 -0.2802 -0.2128 -0.0317 0.476
H 0.71944 2.50800 -0.59018 0.3653 0.7860 0.0849 0.372
H -1.58692 4.15769 0.40703 -0.7116 -0.5669 -0.2349 0.821
H -0.08886 4.50354 -1.71030 -0.2295 -0.3469 -0.1414 0.330
H -0.94748 3.13148 -2.46003 0.1229 0.1431 0.3231 0.448
H -1.71220 5.93026 -2.23668 -0.3895 -0.2273 -0.0319 0.325
H -2.93927 4.96235 -1.38584 -0.0013 -0.0189 -0.4188 0.325
H -2.78020 3.65875 -3.44731 -0.2175 0.2209 -0.4288 0.323
H -1.95138 1.44198 -1.10395 0.1017 0.5351 0.0504 0.424
H -3.65385 0.85943 0.28960 0.3439 -0.1084 0.4246 0.334
H -2.88274 1.57605 1.80009 0.3106 -0.3233 -0.3673 0.467
H -4.45254 3.19605 -0.32106 0.4001 0.1612 0.3951 0.340
H -4.61725 2.59515 2.82190 -0.3607 -0.1075 -0.3840 0.234
H -5.47776 4.05556 2.01925 -1.2536 -1.2273 -0.2406 0.353
H -1.11522 0.40541 1.15988 0.1181 0.1084 -0.0393 0.297
O 1.63614 -3.37897 2.28477 -0.1743 -0.1996 0.0056 -0.551
C 1.52182 -2.45963 3.02905 0.0032 -0.0565 -0.3220 0.455
O 1.83044 -1.18865 2.69290 -0.0280 -0.2508 0.1788 -0.083
C 1.43670 -0.35042 3.77946 0.1697 0.4956 0.0546 -0.442
C 1.44104 -1.31247 4.93497 -0.3357 0.0769 0.1937 0.482
F 0.50397 -0.98962 5.85272 -0.2502 -0.3002 -0.0857 -0.307
O 1.07792 -2.54256 4.31400 0.5005 0.1662 -0.2833 -0.336
H 0.44969 0.06189 3.57697 -0.0216 -0.0440 0.2067 0.151
H 2.13637 0.47029 3.91460 0.0544 -0.0707 -0.1740 0.263
H 2.40826 -1.42211 5.42810 -0.1059 -0.0191 0.1399 0.328
O -1.46771 -6.50929 -2.41233 0.0078 0.0709 -0.0362 -0.526
C -0.68826 -5.71991 -1.98463 0.0095 -0.3999 -0.0564 0.558
O 0.17541 -5.96866 -0.97501 -0.3364 0.3331 -0.3674 -0.344
C 1.02567 -4.82109 -0.85443 0.5132 -0.1467 0.6164 -0.064
C 0.18263 -3.73938 -1.46612 0.3154 0.1043 -0.3400 0.372
F 0.94434 -2.80036 -2.08210 -0.1332 0.0839 -0.0453 -0.281
O -0.55945 -4.44261 -2.44839 -0.1918 -0.1926 0.4846 -0.314
H 1.94983 -4.99600 -1.40612 -0.0968 0.1676 -0.1570 0.161
H 1.27346 -4.62179 0.18548 -0.1549 -0.1584 0.0638 0.176
H -0.50235 -3.25074 -0.77039 0.0558 0.1418 -0.0770 0.237
O 5.45365 -5.20095 -2.52744 0.0065 0.0714 0.0534 -0.516
C 5.15966 -4.06739 -2.35104 0.1188 -0.4701 0.0931 0.501
O 4.01308 -3.65728 -1.74572 0.3828 0.2271 -0.2427 -0.167
C 4.09464 -2.23343 -1.60341 -0.6347 0.1751 0.2341 -0.170
C 5.07689 -1.86597 -2.68056 0.3685 0.1431 0.2414 0.366
F 5.81679 -0.78411 -2.32829 0.0432 0.0276 -0.0878 -0.289
O 5.92249 -3.00184 -2.73478 -0.5489 -0.0734 -0.1207 -0.336
H 4.46011 -1.98887 -0.60435 0.1604 0.0666 -0.0999 0.175
H 3.12242 -1.76799 -1.74433 -0.0430 -0.2048 0.0080 0.135
H 4.62969 -1.69720 -3.66206 0.1020 0.1418 0.0032 0.297
O -6.58387 -9.30034 -4.52301 -0.0235 0.1052 0.0196 -0.497
C -5.97032 -8.37676 -4.10582 -0.1653 -0.3098 -0.3677 0.642
O -4.74981 -7.99482 -4.56221 -0.3584 0.0772 0.3438 -0.325
C -4.41500 -6.76987 -3.90318 0.7250 0.1140 -0.2349 -0.115
C -5.25709 -6.83954 -2.66092 -0.3199 0.3524 -0.0748 0.345
F -5.64901 -5.60352 -2.25553 -0.0346 -0.0269 0.1178 -0.284
O -6.39637 -7.56037 -3.09516 0.4788 -0.2605 0.0091 -0.330
H -4.68609 -5.92812 -4.54395 -0.2032 0.0323 0.1645 0.249
H -3.35110 -6.71709 -3.68417 -0.0293 -0.2211 -0.0740 0.062
H -4.78779 -7.36409 -1.82654 -0.0377 0.1349 0.0779 0.294
O 2.58590 0.62021 -0.40663 0.0896 0.0196 -0.0754 -0.452
C 3.37817 1.41027 -0.01291 -0.1849 -0.4786 -0.1760 0.649
O 4.20288 1.20250 1.04523 -0.1234 0.3115 -0.2511 -0.295
C 5.09042 2.32084 1.11348 0.3047 -0.1072 0.4899 -0.549
C 4.30891 3.38780 0.39389 0.3056 0.1639 -0.4211 0.384
F 5.12751 4.24786 -0.25756 -0.0943 0.0698 0.0034 -0.325
O 3.57165 2.64396 -0.56032 -0.0968 -0.1178 0.6073 -0.219
H 6.02431 2.07649 0.60406 -0.0721 0.1482 -0.1530 0.295
H 5.31010 2.58443 2.14590 -0.1623 -0.1701 0.0377 0.283
H 3.62112 3.95017 1.02950 0.0500 0.1021 -0.0669 0.279
O 2.20716 2.69589 -5.75407 -0.0910 -0.0389 -0.0143 -0.493
C 1.10583 2.98233 -6.07844 0.4849 -0.2095 -0.0397 0.576
O 0.77330 3.52323 -7.28184 -0.1897 -0.0810 0.3978 -0.321
C -0.65319 3.59270 -7.33722 -0.0490 0.2245 -0.5075 -0.407
C -1.02298 3.60105 -5.87918 -0.2695 -0.2977 0.0456 0.388
F -2.21554 2.98513 -5.67171 0.0088 -0.0420 0.0622 -0.322
O 0.00063 2.81951 -5.29046 0.1260 0.4581 -0.2632 -0.230
H -1.04106 2.71616 -7.85977 -0.0697 -0.0522 0.1895 0.268
H -0.98307 4.48829 -7.85923 0.2327 0.0419 0.0034 0.282
H -1.03726 4.58999 -5.41979 -0.2174 -0.0798 0.0968 0.275
O 1.96473 0.56189 7.34792 0.2283 0.1971 0.1419 -0.497
C 1.30774 0.94148 8.25669 0.3637 -0.1868 -0.2202 0.652
O 1.00107 0.19168 9.34706 -0.0968 0.3547 -0.1920 -0.307
C 0.31567 1.04265 10.26717 -0.1440 -0.3893 0.4117 -0.415
C -0.22669 2.11502 9.36084 0.2114 0.4617 0.1477 0.308
F -0.29062 3.31227 9.99240 -0.0713 0.0309 -0.0780 -0.285
O 0.75285 2.18571 8.34137 -0.2786 -0.5114 0.0553 -0.288
H 1.02531 1.43658 10.99696 -0.0430 0.1951 -0.0983 0.287
H -0.46731 0.50099 10.79351 0.0739 -0.1712 -0.1457 0.264
H -1.19797 1.88444 8.91848 -0.0280 0.1422 0.0368 0.276
```
Forces are in eV/Å.

Calculated values
structure (SMILES)	O=C1C[C@@H](CCO)[C@H](C[C@H]2CO2)N1.O=C1OC[C@@H](F)O1.O=C1OC[C@@H](F)O1.O=C1OC[C@@H](F)O1.O=C1OC[C@@H](F)O1.O=C1OC[C@@H](F)O1.O=C1OC[C@@H](F)O1.O=C1OC[C@@H](F)O1

Entry 3:
Formula: C30H36N2O3
Source: OMol25
Level of theory: ωB97M-V with the def2-TZVPD basis set

Geometry as XYZ:
```
71
Properties=species:S:1:pos:R:3:forces:R:3:mulliken_charge:R:1
C 5.80581 0.75152 3.00151 0.1959 0.0946 -0.0477 -1.012
O 4.61699 0.06604 3.30313 -0.2944 -0.2806 0.0199 -0.410
C 4.49365 -1.22394 2.87816 -0.1189 0.0580 0.0773 0.996
C 5.46161 -1.93657 2.19295 -0.0068 0.2792 0.0816 -0.545
C 5.22184 -3.23788 1.77775 -0.1886 -0.1835 0.0986 -0.996
C 4.01658 -3.85347 2.05048 0.2565 -0.1097 0.1308 0.024
C 3.69176 -5.20452 1.47790 -0.0499 0.2232 -0.2702 -1.290
C 3.15385 -5.02318 0.04378 0.1698 -0.2410 -0.0193 -0.882
N 2.07596 -4.06403 0.01878 -0.2765 -0.2692 -0.0385 -0.128
C 2.32937 -2.75149 -0.25198 -0.1361 -0.1404 -0.1761 -0.011
O 3.33431 -2.38266 -0.82606 0.1260 0.1540 0.0477 -0.651
C 1.27888 -1.80227 0.21359 -0.1368 0.3638 0.0747 0.585
C 1.69605 -0.53467 0.60883 0.0400 -0.1451 -0.1152 -1.111
C 0.79159 0.37474 1.11903 -0.0986 -0.0984 0.0090 -0.430
C -0.55626 0.04910 1.22841 -0.0281 -0.0393 0.0062 1.843
C -1.55789 1.06734 1.71593 -0.0461 0.0406 -0.0044 -2.710
N -2.13135 1.89597 0.66499 -0.0038 0.0007 0.0660 0.264
C -1.16340 2.73850 -0.00950 -0.0657 0.3164 -0.0081 -0.360
C -1.89039 3.77025 -0.86786 0.1954 -0.3006 -0.1390 -1.219
C -2.77240 3.07403 -1.90227 -0.2246 0.3266 0.2469 0.625
C -3.53894 4.09654 -2.75517 0.2154 -0.2879 -0.0030 -1.474
C -4.31852 3.42637 -3.84916 -0.0601 0.1631 -0.0011 0.360
C -3.66859 2.95506 -4.98380 -0.0142 0.0073 0.0254 -0.249
C -4.37029 2.30689 -5.98371 0.0489 -0.0539 -0.0786 -0.649
C -5.73707 2.11997 -5.86368 -0.0792 -0.0522 -0.0680 -0.397
C -6.39524 2.58698 -4.73937 -0.1046 -0.0532 -0.0276 -0.613
C -5.68957 3.23422 -3.74008 0.0330 0.0253 -0.0091 -0.227
C -3.72039 2.13344 -1.16233 0.2940 -0.2730 -0.1626 -1.092
C -2.92838 1.15879 -0.29560 -0.2992 0.1088 -0.0600 -0.436
C -0.97355 -1.20987 0.80851 -0.0034 0.0682 0.0984 -0.458
C -0.06934 -2.13090 0.31174 0.1618 -0.0678 -0.0463 -0.560
C 3.04733 -3.14942 2.76345 -0.0081 0.1308 0.1886 0.184
C 3.26384 -1.84830 3.17728 -0.0094 0.2485 0.1382 0.534
O 2.36471 -1.08173 3.86032 0.5595 0.0176 -0.1914 -0.440
C 1.10851 -1.63162 4.15763 -0.2547 -0.1386 0.0151 -0.867
H 5.67853 1.75324 3.40941 0.0588 -0.0554 -0.0438 0.245
H 5.97014 0.81878 1.92075 0.0034 -0.0178 0.0377 0.392
H 6.67564 0.27932 3.47102 -0.0341 0.0098 -0.0342 0.372
H 6.40957 -1.48182 1.95525 0.0774 0.1057 0.0062 0.396
H 5.98291 -3.76384 1.22214 0.0937 -0.0669 -0.0929 0.384
H 2.93486 -5.70350 2.08787 0.0342 -0.0608 0.0331 0.338
H 4.57985 -5.83588 1.44248 -0.0121 -0.0807 0.0471 0.423
H 3.93902 -4.62110 -0.59942 -0.0795 -0.1390 0.0297 0.425
H 2.80423 -5.97820 -0.35891 0.0986 0.0634 -0.0316 0.404
H 1.29554 -4.27094 0.62324 0.0520 0.1695 -0.0275 0.309
H 2.74301 -0.28833 0.52239 0.1197 0.0113 0.0015 0.587
H 1.13697 1.34314 1.44886 0.0402 0.1226 0.0568 0.441
H -2.38921 0.56214 2.21727 0.0803 0.0184 0.0413 0.545
H -1.08025 1.74044 2.43380 -0.0284 -0.0768 0.0314 0.473
H -0.56605 3.24995 0.74968 0.0712 -0.0510 -0.0196 0.404
H -0.47965 2.15052 -0.64819 0.0130 0.0461 0.0613 0.296
H -1.15739 4.41272 -1.35970 0.0083 0.0676 -0.0276 0.411
H -2.51409 4.39051 -0.22167 -0.0211 0.0826 0.0339 0.320
H -2.13521 2.47655 -2.56488 0.0177 -0.0096 -0.0163 0.222
H -2.81989 4.79295 -3.19381 -0.0227 0.0782 0.0308 0.453
H -4.21258 4.66465 -2.11060 0.0092 0.0691 0.0280 0.455
H -2.60238 3.10220 -5.08462 0.1258 0.0242 -0.0083 0.387
H -3.85060 1.94773 -6.86032 0.0388 -0.0214 -0.0661 0.375
H -6.28662 1.61491 -6.64446 -0.0414 -0.0340 -0.0586 0.373
H -7.46204 2.44676 -4.63998 -0.0790 -0.0097 0.0050 0.377
H -6.20982 3.59696 -2.86478 -0.0388 0.0494 0.0978 0.353
H -4.38049 2.71899 -0.51985 -0.0969 0.0440 0.0272 0.280
H -4.33286 1.57480 -1.87233 -0.0511 -0.0018 0.0103 0.403
H -3.61972 0.51479 0.25460 0.0487 -0.0676 -0.0247 0.390
H -2.30409 0.51949 -0.94615 -0.0575 -0.0144 0.0543 0.309
H -2.01848 -1.47706 0.88270 -0.1093 -0.0057 -0.0058 0.378
H -0.42485 -3.09580 -0.02286 -0.0195 -0.0881 -0.0224 0.557
H 2.10875 -3.63433 2.98737 -0.1090 -0.0057 0.0352 0.432
H 0.56246 -0.84909 4.68217 -0.0124 -0.0710 -0.0170 0.234
H 0.55933 -1.90209 3.24911 0.0313 -0.0010 0.0032 0.236
H 1.19442 -2.50880 4.80888 0.0022 0.0238 -0.0332 0.424
```
Forces are in eV/Å.

Calculated values
structure (SMILES)	COc1ccc(CCNC(=O)c2ccc(CN3CCC(Cc4ccccc4)CC3)cc2)cc1OC
energy above the lowest of the compared OMol25 structures with the same formula, charge and spin	0.0	kcal/mol

Number 1: E -101321.59607 eV, Kohn-Sham gap 7.6 eV. Number 2: E -101344.55201 eV, Kohn-Sham gap 10.0 eV. Number 3: E -40817.54674 eV, Kohn-Sham gap 8.5 eV.